C52H145N13O14 | ωB97M-V with the def2-TZVPD basis set

The value obtained for the HOMO-LUMO gap is 0.3167 hartree. The value obtained for the HOMO energy is -8.31 eV. The calculation puts the lowest unoccupied orbital energy at 0.308 eV. For the total energy, the calculation gives -3833.1371 a.u. The value obtained for the relative energy (zero: lowest compared OMol25 entry of this formula, charge and spin) is 0.000 eV.

Structure (XYZ):
```
224
C52H145N13O14 | the OMol25 dataset | ωB97M-V with the def2-TZVPD basis set
C -0.25983 -2.53413 -7.87672
C -0.78863 -1.21160 -7.32607
C 0.09544 -0.66646 -6.19177
O -0.04366 -1.54400 -5.09492
C 0.85181 -1.31218 -4.04016
N -0.86419 -0.22313 -8.40372
H -0.49209 -3.36152 -7.21080
H 0.82770 -2.44010 -7.96906
H -0.69050 -2.70850 -8.86143
H -1.75666 -1.41522 -6.86124
H -0.31578 0.31829 -5.92167
H 1.15423 -0.58716 -6.47645
H 0.72360 -0.28387 -3.67270
H 1.88939 -1.46872 -4.36397
H 0.65664 -1.97875 -3.20111
H 0.06873 -0.01368 -8.76667
H -1.07809 0.69151 -7.99688
C -7.71607 3.79874 2.83235
C -6.94304 2.57163 3.28552
C -5.54862 2.53904 2.67467
O -5.63395 2.69470 1.28144
C -4.39687 2.67620 0.59853
N -6.73278 2.70532 4.75599
H -7.16215 4.66541 3.21662
H -8.71744 3.90666 3.25099
H -7.72432 3.93703 1.75324
H -7.51233 1.66289 3.03769
H -4.99789 1.63393 2.98995
H -4.94455 3.36703 3.08734
H -4.03939 3.71580 0.58016
H -4.49933 2.40389 -0.45050
H -3.65216 2.05214 1.09500
H -6.43539 1.80650 5.14097
H -7.68096 2.78008 5.13498
C 10.04138 2.63788 1.45295
C 8.81123 2.01375 2.05505
C 7.79462 1.62143 0.99646
O 6.66455 1.06363 1.64797
C 5.70186 0.51966 0.79528
N 9.15491 0.86464 2.89248
H 9.75153 3.45533 0.78830
H 10.65787 1.93759 0.87988
H 10.71326 3.06018 2.20039
H 8.32091 2.75410 2.69380
H 8.21771 0.93942 0.24442
H 7.38462 2.48362 0.44919
H 5.97899 -0.47999 0.41847
H 5.66349 1.08062 -0.15117
H 4.68707 0.45136 1.17847
H 8.34655 0.34120 3.21599
H 9.60215 0.18545 2.27128
C -5.42489 -5.72903 -4.64280
C -5.14883 -6.57841 -3.41950
C -5.08687 -5.87700 -2.07949
O -4.15083 -4.82563 -2.16970
C -3.88139 -4.14374 -0.95656
N -6.19532 -7.62961 -3.34829
H -4.60942 -5.02679 -4.82315
H -6.34469 -5.15753 -4.51394
H -5.49416 -6.34199 -5.54192
H -4.18202 -7.09491 -3.53887
H -4.86258 -6.57774 -1.26619
H -6.08243 -5.45221 -1.86825
H -3.33698 -4.78707 -0.26212
H -4.81964 -3.79926 -0.51134
H -3.33437 -3.26518 -1.29199
H -5.88664 -8.32977 -2.67604
H -6.24778 -8.12173 -4.23272
C -3.38154 -1.56810 -4.12096
C -4.49364 -1.38116 -3.11275
C -5.25593 -0.09359 -3.31519
O -4.40049 0.95578 -2.88552
C -5.10508 2.17837 -2.75989
N -5.43426 -2.51389 -3.29324
H -2.63502 -0.77482 -4.19398
H -3.80043 -1.74387 -5.11335
H -2.79853 -2.45874 -3.85806
H -4.14336 -1.38842 -2.07063
H -6.18840 -0.04306 -2.73518
H -5.60013 0.01611 -4.35144
H -5.65292 2.42869 -3.66880
H -4.40015 2.96826 -2.49918
H -5.76891 2.17338 -1.88264
H -6.12139 -2.42599 -2.54139
H -4.92677 -3.38196 -3.06803
C 8.28035 -1.86399 -1.68414
C 8.47672 -1.47725 -3.13460
C 7.33934 -0.61340 -3.68191
O 6.11219 -1.26176 -3.43412
C 4.99296 -0.42352 -3.70155
N 9.73706 -0.69852 -3.21974
H 8.23726 -1.00828 -1.00201
H 9.06860 -2.54835 -1.37475
H 7.32489 -2.35176 -1.48052
H 8.51920 -2.37604 -3.75076
H 7.49532 -0.44626 -4.76035
H 7.31913 0.39948 -3.24880
H 4.94809 0.34940 -2.92687
H 4.06846 -0.99546 -3.64596
H 5.13105 -0.04003 -4.71708
H 9.59637 0.12311 -2.63291
H 9.77810 -0.31937 -4.16722
C -7.66623 -3.31260 2.54031
C -8.15717 -2.28135 1.53304
C -7.26066 -2.25198 0.30969
O -5.91676 -1.90417 0.67170
C -5.71415 -0.51974 0.81226
N -9.54198 -2.60550 1.18066
H -6.69667 -3.02256 2.94339
H -7.65356 -4.32534 2.13650
H -8.33650 -3.34416 3.40600
H -8.09748 -1.29282 2.01553
H -7.64722 -1.65436 -0.52665
H -7.08648 -3.24356 -0.12626
H -4.81087 -0.44848 1.43262
H -6.43190 0.02786 1.43437
H -5.53462 0.06223 -0.09866
H -10.03692 -1.84815 0.71287
H -10.08230 -2.68614 2.03994
C -0.25971 1.39432 4.08639
C 1.04127 0.83473 4.64424
C 0.87629 -0.29876 5.64751
O 0.33615 0.20184 6.84209
C 0.42557 -0.66294 7.93179
N 1.78832 0.26552 3.47083
H -0.00699 2.27971 3.49648
H -0.94507 1.59800 4.91356
H -0.80316 0.74977 3.38568
H 1.68349 1.66476 4.94846
H 1.84182 -0.80689 5.76710
H 0.17683 -1.03491 5.21455
H 0.16931 -0.16755 8.86410
H 1.43248 -1.08794 8.02465
H -0.25870 -1.51662 7.82460
H 1.28552 -0.60488 3.25073
H 2.69079 -0.15060 3.80633
C -3.44590 -2.74441 2.67316
C -2.37586 -3.75336 3.04637
C -1.06360 -3.13365 3.51069
O -0.49227 -2.36193 2.49612
C 0.19776 -3.14329 1.54934
N -2.88523 -4.66825 4.08059
H -3.07298 -2.14905 1.83352
H -3.65545 -2.00401 3.45122
H -4.36686 -3.22911 2.35284
H -2.17189 -4.32345 2.12341
H -0.43349 -3.97429 3.83645
H -1.26178 -2.57556 4.42911
H 0.95611 -3.74806 2.06004
H 0.75755 -2.45278 0.92442
H -0.45413 -3.78851 0.96211
H -3.77345 -5.05060 3.77397
H -2.25643 -5.46100 4.18025
C 2.27939 -0.05035 -0.51626
C 1.54132 1.23070 -0.20697
C 0.06885 0.93918 0.08139
O -0.68343 0.62575 -1.08921
C -1.20109 -0.69827 -1.06362
N 2.11699 1.91739 0.94299
H 3.33288 0.21233 -0.66591
H 1.96929 -0.52614 -1.44879
H 2.27445 -0.75104 0.32029
H 1.58094 2.01543 -0.96873
H -0.41446 1.80576 0.55307
H -0.05290 0.20258 0.88950
H -0.42060 -1.43817 -0.85595
H -1.63735 -0.92959 -2.03522
H -2.00147 -0.75389 -0.31343
H 1.69925 2.83865 1.10995
H 1.92805 1.47087 1.86451
C 4.97655 0.65297 6.29837
C 5.60454 0.55187 4.90247
C 5.48402 -0.86782 4.37261
O 4.10297 -1.18004 4.21905
C 3.85318 -2.20373 3.29431
N 5.09118 1.55767 4.00280
H 5.14667 1.67357 6.65566
H 5.56282 0.03781 6.98094
H 3.90121 0.49088 6.30307
H 6.67355 0.73291 5.06534
H 5.94541 -1.66219 4.98167
H 6.00758 -0.97048 3.40581
H 4.44788 -3.10259 3.52469
H 4.28432 -1.92650 2.31641
H 2.82201 -2.49690 3.13814
H 4.09092 1.43633 3.84425
H 5.50250 1.39604 3.07758
C -0.02061 4.88113 -2.62374
C 1.23936 4.50214 -3.39894
C 1.14978 3.21220 -4.20216
O 2.45046 3.03050 -4.77769
C 2.46812 2.13151 -5.84185
N 1.65084 5.63847 -4.25788
H -0.35239 4.12173 -1.91815
H -0.83864 5.05518 -3.32922
H 0.23119 5.79285 -2.08314
H 1.96074 4.31535 -2.59095
H 0.42330 3.27771 -5.02230
H 0.93012 2.34968 -3.56169
H 1.83826 1.24896 -5.70034
H 3.47182 1.70222 -5.86980
H 2.25234 2.61953 -6.79326
H 2.43241 5.26034 -4.79518
H 0.89586 5.70860 -4.94603
C 3.95205 5.47158 3.88065
C 3.03127 4.66671 2.96374
C 1.80118 5.39583 2.48703
O 1.06822 4.60545 1.56615
C -0.11064 5.21274 1.11221
N 3.87446 4.17322 1.85671
H 4.35592 6.29182 3.27537
H 4.75651 4.91978 4.35319
H 3.40472 5.99172 4.67823
H 2.76282 3.82287 3.62883
H 1.97481 6.40369 2.09114
H 1.19094 5.49578 3.40165
H -0.62688 4.56952 0.40299
H 0.17466 6.07310 0.48614
H -0.76061 5.57206 1.91404
H 3.31035 3.61405 1.21794
H 4.57202 3.58765 2.29416
O -1.94249 2.19079 -2.81892
H -1.39834 1.90891 -2.04004
H -2.81917 1.74308 -2.72223
```